[1]
Density functional theory data (wB97M-V/def2-TZVPD) for a molecular structure, C4H8O.

Values from the calculation:
total charge	0
E_HOMO	-0.2888	Ha
orbital gap	7.81	eV
relative energy (zero: lowest compared OMol25 entry of this formula, charge and spin)	4.043	eV

Geometry as XYZ:
```
13
Properties=species:S:1:pos:R:3:mulliken_charge:R:1
C -1.6138 0.9206 0.7771 -0.721
C 0.3285 -0.2701 -0.4372 -0.177
C 1.1197 -1.4707 -0.8049 -1.109
C 0.8289 0.7832 0.2445 -0.002
O 0.1113 1.7248 0.7944 -0.511
H -2.1792 0.0747 0.3895 0.402
H -1.5110 0.8704 1.8337 0.301
H -1.9960 1.8489 0.4300 0.272
H -0.5960 -0.1264 -0.9918 0.358
H 1.3135 -1.5347 -1.8805 0.262
H 0.5868 -2.3908 -0.5395 0.261
H 2.0733 -1.4737 -0.2708 0.326
H 1.9119 0.9052 0.3434 0.338
```


[2]
Density functional theory data (wB97M-V/def2-TZVPD) for a molecular structure, C21H31ClLuN2O2.

Values from the calculation:
total charge	-1
E_HOMO (alpha / beta)	-0.0061 / -0.0052	Ha
orbital gap (alpha / beta)	2.89 / 2.92	eV

Geometry as XYZ:
```
58
Properties=species:S:1:pos:R:3:mulliken_charge:R:1
Lu 0.5151 -0.5419 0.7410 -1.028
Cl -0.7631 1.9116 0.1389 -0.720
N -1.6760 -1.2209 1.1167 -0.326
N 2.4289 0.5508 0.0269 -0.571
C -2.3534 -1.9676 0.2813 0.975
C 2.8065 0.6293 -1.2615 0.181
C -2.6013 -0.8326 2.2209 1.540
C -3.6041 -1.9879 2.1709 -1.037
C -3.3259 0.4735 1.8745 -1.299
C -1.8364 -0.6886 3.5487 -1.491
H -4.1269 0.2471 1.1465 0.370
H -2.6209 1.2107 1.4314 -0.092
H -3.7649 0.8832 2.8035 0.460
H -1.1944 -1.5658 3.7211 0.112
H -2.5733 -0.6128 4.3656 0.614
H -1.1964 0.2221 3.5556 0.242
C 3.2341 1.5162 0.8306 2.859
C 4.2089 2.1089 -0.1967 -0.919
C 3.9452 0.8213 1.9690 -1.765
C 2.3239 2.6172 1.3804 -2.140
H 1.8127 3.1252 0.5515 0.437
H 2.9412 3.3441 1.9169 0.457
H 1.5713 2.2089 2.0686 0.207
H 4.6640 0.0776 1.5769 0.391
H 3.2355 0.2871 2.6448 -0.064
H 4.5053 1.5656 2.5756 0.515
O 3.7581 1.5114 -1.5350 -0.362
H 5.2609 1.7870 -0.0306 0.292
H 4.1471 3.2139 -0.2812 0.266
O -3.4914 -2.4886 0.7137 -0.383
H -4.6590 -1.6884 2.3478 0.326
H -3.3051 -2.8211 2.8405 0.382
C -1.9273 -2.4203 -1.0952 -1.645
C 2.2790 -0.1556 -2.4011 -1.278
C 0.7577 -0.1313 -2.3486 0.729
H 2.4963 -1.1927 -2.2287 0.433
H 2.6864 0.2017 -3.3198 0.510
C 0.0633 -0.8625 -1.4190 -0.251
C -1.2135 -1.1994 -1.7338 0.505
H 1.3829 -2.0600 1.0824 -0.015
C -1.9802 -0.4106 -2.6398 1.179
C -1.3667 0.6614 -3.3569 -1.494
C -3.4686 -0.4583 -2.7085 -1.804
C 0.0602 0.7011 -3.2744 1.077
H -1.9258 1.3211 -4.0193 0.170
C 0.7235 1.8088 -4.0135 -1.871
H 0.0991 2.4040 -4.6763 0.390
H 1.5238 1.4859 -4.6805 0.336
H 1.2107 2.5629 -3.3999 0.294
H -3.8705 -1.4543 -2.8875 0.360
H -3.9421 0.1292 -3.4949 0.415
H -4.0014 -0.1358 -1.8214 0.233
H -2.7122 -2.7998 -1.6399 0.563
H -1.0882 -3.1178 -1.0025 0.305
C 1.4350 -2.0788 2.1533 1.550
H 1.1935 -1.3503 2.9528 -0.497
H 2.4799 -2.3910 2.3033 0.340
H 0.8390 -2.9538 2.4148 0.035
```


- Which of these has the highest total charge?
  C4H8O